Entry 1:
Density functional theory data (ωB97M-V/def2-TZVPD) for C4H6O2 as an isolated structure in a non-equilibrium geometry.

The calculation puts the LUMO energy at 0.894 eV. The calculation puts the largest force on an atom at 1.31 eV Å⁻¹. The calculation puts the orbital gap at 11.50 eV. Its total energy is -8338.9460 eV.

Geometry as ORCA input:
```
! RIJCOSX wB97M-V def2-TZVPD def2/J DEFGRID3
* xyz 0 1
C 1.299 0.565 0.894
C 0.008 0.466 0.093
C -0.326 -0.810 -0.975
C -1.651 -0.494 -0.394
O -2.760 -0.340 -0.807
O -1.139 0.022 0.819
H 1.508 -0.345 1.463
H 1.309 1.402 1.611
H 2.114 0.753 0.190
H -0.236 1.422 -0.380
H -0.325 -1.038 -2.061
H 0.199 -1.603 -0.452
*
```

These are the Löwdin partial charges, in e, on atoms 1 to 8: -0.0384 -0.2912 0.0452 -0.4926 0.1451 0.0110 0.0829 0.0870



Entry 2:
Density functional theory data (ωB97M-V/def2-TZVPD) for one molecule with the formula C4H6O2.

The calculation puts the LUMO energy at 0.558 eV. The calculation puts the largest force on an atom at 0.53 eV Å⁻¹. The SMILES is CC(=O)CC=O. The calculation puts the orbital gap at 10.52 eV. Its total energy is -8339.6950 eV.

Geometry as ORCA input:
```
! RIJCOSX wB97M-V def2-TZVPD def2/J DEFGRID3
* xyz 0 1
C -0.133 0.550 -1.571
C -0.282 -0.562 -0.560
O -0.186 -1.732 -0.853
C -0.508 -0.146 0.893
C 0.843 -0.173 1.584
O 1.449 0.817 1.912
H 0.303 1.446 -1.119
H -1.127 0.819 -1.951
H 0.473 0.207 -2.412
H -0.936 0.857 0.978
H -1.157 -0.895 1.359
H 1.259 -1.189 1.740
*
```

These are the Löwdin partial charges, in e, on atoms 1 to 8: -0.0076 -0.4524 0.0846 -0.0873 -0.2520 0.0613 0.0864 0.0951



Entry 3:
Density functional theory data (ωB97M-V/def2-TZVPD) for C4H6O2 as an isolated structure in a non-equilibrium geometry.

The calculation puts the LUMO energy at 0.033 eV. The calculation puts the largest force on an atom at 1.33 eV Å⁻¹. The calculation puts the orbital gap at 9.64 eV. Its total energy is -8336.9375 eV.

Geometry as ORCA input:
```
! RIJCOSX wB97M-V def2-TZVPD def2/J DEFGRID3
* xyz 0 1
C 1.317 0.096 -0.648
C 0.182 0.464 0.974
O -0.094 1.650 0.967
C -0.345 -0.490 0.014
C -1.866 -0.266 -0.237
O -2.630 -1.171 -0.478
H 1.880 -0.829 -0.700
H 1.975 0.806 -0.087
H 1.108 0.589 -1.584
H -0.197 -1.566 0.144
H 0.923 -0.022 1.625
H -2.253 0.738 0.010
*
```

These are the Löwdin partial charges, in e, on atoms 1 to 8: 0.0504 -0.4499 -0.0009 -0.0811 -0.2001 0.0562 0.0684 0.0963